C38H38BrCsN6O4 as an isolated structure at a distorted geometry. Source: the Open Molecules 2025 dataset; level of theory: ωB97M-V/def2-TZVPD.

2S+1 = 1
E_LUMO = 3.7 eV
HOMO energy = -0.83 eV
Orbital gap = 4.514 eV
Charge = -2

Positions of all 88 atoms, in Å:
Cs 1.8291 -1.2429 0.3669
C -0.5486 -2.6108 3.2621
N -1.5404 -2.1104 2.3181
C -2.0783 -3.1650 1.5046
C -2.4642 -1.1807 2.8609
C -3.8334 -1.4108 2.8089
C -4.7643 -0.4988 3.3183
C -4.2900 0.6615 3.9091
C -2.9229 0.9115 3.9715
C -1.9537 0.0358 3.4342
N -0.6291 0.3112 3.3147
C 0.0438 1.0205 4.2541
C -0.2909 1.1035 5.6252
C 0.5330 1.7053 6.5728
C 1.7355 2.2794 6.1993
C 2.0849 2.2503 4.8422
C 1.2819 1.6571 3.8808
N 1.6642 1.6370 2.5155
C 3.0288 1.9733 2.1979
C 0.7216 2.2610 1.5969
H -0.9805 -3.3722 3.9348
H -0.1585 -1.7819 3.8441
H 0.2774 -3.0598 2.7131
H -2.6853 -3.8990 2.0705
H -1.2501 -3.7118 1.0488
H -2.6994 -2.7579 0.7038
H -4.1957 -2.3312 2.3678
H -5.8259 -0.7073 3.2536
H -4.9860 1.3910 4.3124
H -2.5624 1.8379 4.4034
H -1.2090 0.6249 5.9436
H 0.2305 1.7045 7.6159
H 2.3922 2.7435 6.9253
H 3.0124 2.7153 4.5309
H 3.2606 3.0458 2.3538
H 3.1971 1.7384 1.1431
H 3.7184 1.3869 2.8084
H 0.6952 3.3611 1.7130
H -0.2724 1.8606 1.7803
H 1.0284 2.0245 0.5760
O 1.8925 2.3671 -5.0276
C 2.3575 3.1429 -4.0018
C 2.7673 4.4363 -4.3024
C 3.2623 5.2525 -3.2934
C 3.3424 4.7811 -1.9874
C 2.9373 3.4790 -1.7086
C 2.4433 2.6419 -2.6994
C 2.0996 1.1796 -2.3240
O 2.1883 0.8851 -1.0450
N 0.6786 1.0275 -2.8939
N 0.1381 -0.2105 -2.8615
C -1.1330 -0.2848 -2.8193
C -1.8627 -1.5665 -2.8329
Br -0.9408 -3.0774 -2.1877
C -3.1380 -1.7364 -3.1601
C -4.0711 -0.7253 -3.7234
C -5.4218 -0.8396 -3.4014
C -6.3559 0.0647 -3.8865
C -5.9525 1.0983 -4.7205
C -4.6149 1.2063 -5.0732
C -3.6820 0.2983 -4.5840
H 1.4047 1.6299 -4.5993
H 2.6874 4.7825 -5.3264
H 3.5811 6.2613 -3.5320
H 3.7175 5.4166 -1.1945
H 2.9847 3.0619 -0.7090
H 2.6947 0.5287 -2.9980
H 0.0631 1.7490 -2.5151
H -1.7475 0.6133 -2.7464
H -3.5719 -2.7109 -2.9724
H -5.7369 -1.6401 -2.7419
H -7.3962 -0.0376 -3.6041
H -6.6755 1.8114 -5.0967
H -4.2867 1.9976 -5.7358
H -2.6486 0.3786 -4.8962
O 3.9714 -5.0273 1.7835
C 3.4028 -4.0955 1.1929
O 2.7460 -3.1258 1.6437
C 3.5641 -4.1378 -0.3478
C 4.6399 -4.8469 -0.8844
C 4.7917 -4.9052 -2.2544
C 3.8580 -4.2708 -3.0650
C 2.8208 -3.5883 -2.4565
N 2.6743 -3.5089 -1.1272
H 5.3077 -5.3423 -0.1953
H 5.6240 -5.4448 -2.6922
H 3.9314 -4.2972 -4.1445
H 2.0691 -3.0729 -3.0476